Computed, not measured: a 2-piece molecular cluster, C5H14N2O overall in a non-equilibrium geometry, with wB97M-V/def2-TZVPD.

CARTESIAN COORDINATES (ANGSTROEM)
C1 -2.272 -1.053 -0.749
C2 -1.597 -0.042 0.167
N1 -0.518 -0.646 0.928
N2 -0.093 0.184 1.923
C3 0.854 -1.318 0.006
O1 2.029 -1.084 0.713
H1 -2.593 -1.918 -0.169
H2 -3.141 -0.607 -1.225
H3 -1.601 -1.387 -1.536
H4 -2.323 0.335 0.896
H5 -1.266 0.838 -0.404
H6 0.501 0.972 1.555
H7 0.472 -0.361 2.572
H8 0.562 -2.337 0.259
H9 0.895 -1.371 -1.083
H10 2.445 -0.271 0.397
C4 1.260 1.188 -1.183
C5 1.240 2.046 -0.140
H11 2.189 0.752 -1.519
H12 0.448 1.144 -1.894
H13 0.373 2.654 0.075
H14 2.139 2.283 0.410

Computed properties:
Largest force on an atom (eV Å⁻¹): 3.63
Electronic energy (eV): -10435.976
Energy above the lowest of the compared OMol25 structures with the same formula, charge and spin (eV): 5.052
Total charge: 0
E_HOMO (eV): -8.03

Computed, not measured: one molecule with the formula C4H6O in a non-equilibrium geometry, with wB97M-V/def2-TZVPD.

CARTESIAN COORDINATES (ANGSTROEM)
C1 1.626 0.429 -0.237
C2 0.231 0.187 0.136
C3 -0.954 0.749 0.012
C4 -0.910 -0.611 0.704
O1 -1.438 -1.720 -0.059
H1 2.321 -0.399 -0.124
H2 2.021 1.465 0.032
H3 1.728 0.585 -1.286
H4 -1.559 1.556 -0.385
H5 -0.909 -0.759 1.781
H6 -2.157 -1.483 -0.574

Computed properties:
Largest force on an atom (eV Å⁻¹): 3.94
Electronic energy (eV): -6289.560
Energy above the lowest of the compared OMol25 structures with the same formula, charge and spin (eV): 2.358
Total charge: 0
E_HOMO (eV): -9.45

Computed, not measured: a 2-piece molecular cluster, CH3N2OS2 overall in a non-equilibrium geometry, with wB97M-V/def2-TZVPD.

CARTESIAN COORDINATES (ANGSTROEM)
C1 -1.695 -0.124 1.751
N1 1.494 0.048 -2.474
N2 1.111 0.273 -1.265
O1 -0.636 0.131 2.285
S1 -2.683 -1.485 2.131
S2 2.128 0.298 -0.018
H1 2.450 -0.244 -2.579
H2 -2.348 0.625 1.182
H3 0.178 0.478 -1.013

Computed properties:
Largest force on an atom (eV Å⁻¹): 4.87
Electronic energy (eV): -27782.534
Energy above the lowest of the compared OMol25 structures with the same formula, charge and spin (eV): 1.634
Total charge: -1
E_HOMO (alpha / beta) (eV): -3.13 / -3.13

Computed, not measured: C9H8N2O4 as an isolated structure in a non-equilibrium geometry, with wB97M-V/def2-TZVPD.

CARTESIAN COORDINATES (ANGSTROEM)
C1 -2.297 1.811 -0.872
C2 -1.770 2.387 0.272
C3 -1.789 0.618 -1.359
C4 -0.718 1.781 0.937
C5 -0.752 -0.005 -0.690
C6 -0.217 0.583 0.455
C7 -0.161 -1.331 -1.093
C8 0.924 -0.150 1.062
C9 1.141 -1.505 -0.349
N1 2.143 0.650 1.142
N2 1.345 -2.811 0.260
O1 2.149 1.469 2.029
O2 1.325 -3.737 -0.518
O3 3.018 0.473 0.333
O4 1.518 -2.891 1.450
H1 -3.107 2.296 -1.394
H2 -2.164 3.322 0.638
H3 -2.190 0.168 -2.255
H4 -0.286 2.228 1.820
H5 -0.856 -2.132 -0.812
H6 -0.016 -1.380 -2.173
H7 0.730 -0.667 1.997
H8 2.030 -1.178 -0.880

Computed properties:
Largest force on an atom (eV Å⁻¹): 4.85
Electronic energy (eV): -20626.509
Energy above the lowest of the compared OMol25 structures with the same formula, charge and spin (eV): 6.490
Total charge: 0
E_HOMO (eV): -9.85

Computed, not measured: C11H25N4O3PPdSeTe as an isolated structure, with wB97M-V/def2-TZVPD.

CARTESIAN COORDINATES (ANGSTROEM)
Pd1 0.564 -0.228 -0.281
C1 -0.072 1.610 2.390
C2 -0.692 2.166 1.067
N1 -1.033 1.119 0.095
C3 -2.246 0.369 0.489
C4 -2.146 -1.094 0.104
N2 -0.834 -1.654 0.477
C5 -0.615 -2.014 1.889
C6 -0.459 -0.823 2.850
N3 0.384 0.235 2.328
H1 -0.781 1.756 3.213
H2 0.791 2.236 2.614
H3 0.017 2.829 0.576
H4 -1.586 2.751 1.307
H5 -1.150 1.505 -0.840
H6 -3.136 0.808 0.030
H7 -2.367 0.473 1.565
H8 -2.218 -1.173 -0.982
H9 -2.968 -1.659 0.559
H10 -0.674 -2.487 -0.079
H11 0.304 -2.601 1.904
H12 -1.433 -2.652 2.245
H13 -0.048 -1.236 3.777
H14 -1.437 -0.417 3.114
H15 1.345 0.129 2.621
Se1 2.319 -1.886 -0.457
C7 3.000 -1.361 1.168
N4 3.375 -1.035 2.212
C8 -1.761 2.651 -4.814
C9 -0.274 2.759 -4.552
O1 0.367 1.473 -4.582
P1 0.436 0.591 -3.242
O2 -0.946 0.306 -2.754
Te1 1.895 1.568 -1.607
O3 1.218 -0.690 -3.762
C10 0.509 -1.654 -4.571
C11 0.023 -2.793 -3.701
H16 -2.205 3.648 -4.828
H17 -2.243 2.053 -4.043
H18 -1.942 2.181 -5.781
H19 -0.070 3.244 -3.593
H20 0.216 3.344 -5.330
H21 1.228 -1.993 -5.315
H22 -0.321 -1.170 -5.088
H23 0.863 -3.339 -3.273
H24 -0.582 -3.487 -4.288
H25 -0.593 -2.392 -2.895

Computed properties:
Largest force on an atom (eV Å⁻¹): 0.45
Electronic energy (eV): -109326.880
Energy above the lowest of the compared OMol25 structures with the same formula, charge and spin (eV): 0.000
Total charge: 0
E_HOMO (alpha / beta) (eV): -7.57 / -7.57

Computed, not measured: a 2-piece molecular cluster, C6H12O overall in a non-equilibrium geometry, with wB97M-V/def2-TZVPD.

CARTESIAN COORDINATES (ANGSTROEM)
C1 0.966 1.333 1.148
C2 0.154 1.244 0.105
C3 -1.354 1.139 0.431
C4 0.455 1.113 -1.348
C5 0.321 -0.016 -2.028
C6 0.890 2.443 -1.940
H1 2.038 1.303 1.298
H2 0.481 1.282 2.120
H3 -1.850 0.901 -0.506
H4 -1.568 2.162 0.765
H5 -1.666 0.513 1.257
H6 0.547 -0.117 -3.079
H7 -0.058 -0.868 -1.474
H8 1.239 3.070 -1.128
H9 0.015 2.991 -2.299
H10 1.627 2.449 -2.738
O1 -0.886 -5.602 2.900
H11 -1.838 -5.549 2.831
H12 -0.553 -6.227 2.248

Computed properties:
Largest force on an atom (eV Å⁻¹): 2.09
Electronic energy (eV): -8462.228
Energy above the lowest of the compared OMol25 structures with the same formula, charge and spin (eV): 2.126
Total charge: 0
E_HOMO (eV): -8.97

Computed, not measured: C28H23N4NiO2 as an isolated structure in a non-equilibrium geometry, with wB97M-V/def2-TZVPD.

CARTESIAN COORDINATES (ANGSTROEM)
Ni1 -0.039 0.094 -0.105
O1 -1.198 -1.382 -0.424
C1 -2.133 -1.434 -1.286
C2 -2.749 -2.706 -1.479
C3 -3.724 -2.918 -2.409
C4 -4.144 -1.876 -3.240
C5 -3.589 -0.632 -3.078
C6 -2.620 -0.355 -2.102
C7 -2.125 0.986 -2.018
N1 -1.433 1.457 -1.048
C8 -0.918 2.808 -1.103
C9 0.105 2.990 0.044
N2 0.934 1.814 0.075
C10 2.186 1.850 -0.260
C11 2.850 0.691 -0.714
C12 4.250 0.430 -0.508
C13 4.889 -0.655 -0.963
C14 4.221 -1.707 -1.783
C15 2.700 -1.524 -1.843
C16 2.071 -0.226 -1.460
O2 0.897 -0.036 -1.874
H1 -2.404 -3.506 -0.839
H2 -4.173 -3.899 -2.512
H3 -4.895 -2.049 -3.999
H4 -3.916 0.185 -3.710
H5 -2.385 1.637 -2.869
H6 -0.412 2.996 -2.062
H7 -1.733 3.541 -1.005
H8 0.702 3.901 -0.121
H9 -0.438 3.076 0.991
H10 2.722 2.807 -0.223
H11 4.786 1.164 0.080
H12 5.943 -0.799 -0.775
H13 4.736 -1.807 -2.751
H14 2.257 -1.881 -2.777
C17 4.820 -3.515 0.053
C18 3.960 -3.077 -1.071
C19 2.539 -2.585 -0.723
C20 2.383 -2.084 0.695
C21 3.288 -2.521 1.642
C22 4.459 -3.250 1.322
N3 1.317 -1.332 1.026
N4 1.061 -1.181 2.302
C23 -0.009 -0.437 2.614
C24 -0.433 -0.352 3.956
C25 -1.577 0.337 4.296
C26 -2.328 0.962 3.314
C27 -1.913 0.911 1.983
C28 -0.767 0.245 1.614
H15 5.729 -4.047 -0.188
H16 3.916 -3.854 -1.844
H17 1.733 -3.300 -0.910
H18 3.096 -2.259 2.670
H19 5.088 -3.580 2.141
H20 0.150 -0.872 4.703
H21 -1.900 0.373 5.331
H22 -3.239 1.484 3.572
H23 -2.516 1.403 1.233

Computed properties:
Largest force on an atom (eV Å⁻¹): 4.03
Electronic energy (eV): -80505.263
Energy above the lowest of the compared OMol25 structures with the same formula, charge and spin (eV): 2.838
Total charge: -1
E_HOMO (alpha / beta) (eV): -3.00 / -3.03

Computed, not measured: an isolated ion of composition CH3N5O and charge +2 in a non-equilibrium geometry, with wB97M-V/def2-TZVPD.

CARTESIAN COORDINATES (ANGSTROEM)
N1 1.413 -0.425 -0.262
C1 0.323 -0.324 0.303
N2 -0.587 -0.611 1.052
N3 -1.819 -0.436 1.328
N4 -2.351 0.599 0.847
N5 -1.462 1.140 -0.371
O1 -1.940 1.987 -0.967
H1 2.299 -0.943 0.097
H2 1.589 -0.029 -1.158
H3 -3.270 0.874 1.021

Computed properties:
Largest force on an atom (eV Å⁻¹): 4.48
Electronic energy (eV): -10555.994
Energy above the lowest of the compared OMol25 structures with the same formula, charge and spin (eV): 2.271
Total charge: +2
E_HOMO (eV): -21.10

Computed, not measured: a 2-piece molecular cluster, CH2N2O2Si overall in a non-equilibrium geometry, with wB97M-V/def2-TZVPD.

CARTESIAN COORDINATES (ANGSTROEM)
C1 -1.291 -1.404 -0.445
N1 -2.040 -2.265 -0.366
N2 0.937 0.782 1.208
O1 0.817 -0.098 2.013
O2 1.739 1.705 1.086
Si1 -0.283 0.135 -0.830
H1 -0.864 1.317 -1.262
H2 0.986 -0.173 -1.404

Computed properties:
Largest force on an atom (eV Å⁻¹): 4.05
Electronic energy (eV): -16017.308
Energy above the lowest of the compared OMol25 structures with the same formula, charge and spin (eV): 2.054
Total charge: 0
E_HOMO (alpha / beta) (eV): -9.54 / -9.54

Computed, not measured: C11H19LaO2 as an isolated structure in a non-equilibrium geometry, with wB97M-V/def2-TZVPD.

CARTESIAN COORDINATES (ANGSTROEM)
C1 -2.447 1.156 -0.103
C2 -1.535 2.195 -0.121
H1 -3.042 0.908 0.789
H2 -2.795 0.656 -1.024
H3 -1.208 2.685 -1.056
H4 -1.210 2.706 0.801
La1 0.006 0.069 0.165
C3 0.353 -1.929 -1.624
C4 0.215 -0.730 -2.398
C5 2.195 -0.589 -1.189
C6 1.573 -1.841 -0.880
H5 -0.565 -0.529 -3.131
H6 1.598 1.041 -2.630
H7 3.169 -0.260 -0.829
C7 1.354 0.097 -2.133
H8 2.002 -2.626 -0.257
H9 -0.296 -2.808 -1.673
C8 2.574 1.326 1.938
O1 1.127 1.151 2.063
C9 0.664 0.744 3.420
C10 0.408 -0.768 3.450
O2 -0.284 -1.221 2.219
C11 -1.527 -1.957 2.388
H10 2.754 1.991 1.088
H11 3.043 0.344 1.767
H12 2.955 1.768 2.867
H13 1.455 0.981 4.142
H14 -0.248 1.321 3.641
H15 1.378 -1.290 3.489
H16 -0.213 -1.038 4.310
H17 -1.358 -2.858 2.998
H18 -2.276 -1.292 2.852
H19 -1.869 -2.257 1.388

Computed properties:
Largest force on an atom (eV Å⁻¹): 2.68
Electronic energy (eV): -16652.945
Energy above the lowest of the compared OMol25 structures with the same formula, charge and spin (eV): 0.000
Total charge: +2
E_HOMO (eV): -15.87

Computed, not measured: an isolated ion of composition C4H5N4O and charge +1 in a non-equilibrium geometry, with wB97M-V/def2-TZVPD.

CARTESIAN COORDINATES (ANGSTROEM)
C1 -1.151 2.503 1.157
C2 0.110 -0.724 0.113
C3 1.020 0.901 -1.982
C4 -0.467 -1.693 1.060
N1 0.803 -1.181 -0.796
N2 -0.696 1.439 0.874
N3 1.205 -0.311 -1.884
N4 -0.059 0.620 0.155
O1 0.912 2.032 -2.148
H1 -1.792 3.116 1.765
H2 -0.327 -2.748 0.858
H3 -1.498 -1.526 1.202
H4 0.073 -1.742 2.075
H5 1.868 -0.688 -2.451

Computed properties:
Largest force on an atom (eV Å⁻¹): 5.36
Electronic energy (eV): -12224.433
Energy above the lowest of the compared OMol25 structures with the same formula, charge and spin (eV): 3.166
Total charge: +1
E_HOMO (eV): -13.63

Computed, not measured: C4H5MnO2 as an isolated structure in a non-equilibrium geometry, with wB97M-V/def2-TZVPD.

CARTESIAN COORDINATES (ANGSTROEM)
H1 1.827 0.258 -2.620
O1 1.627 0.580 -1.736
C1 0.251 0.393 -1.478
C2 -0.005 0.424 -0.028
C3 -0.304 1.056 1.046
H2 -0.102 -0.575 -1.876
H3 -0.359 1.176 -1.961
H4 -0.568 1.957 1.587
C4 -0.191 -0.644 1.369
O2 -1.194 -1.533 1.287
Mn1 -1.819 -2.075 2.861
H5 0.836 -1.016 1.548

Computed properties:
Largest force on an atom (eV Å⁻¹): 4.73
Electronic energy (eV): -39631.315
Energy above the lowest of the compared OMol25 structures with the same formula, charge and spin (eV): 1.868
Total charge: +1
Multiplicity: 6
Expectation value of S²: 8.833
E_HOMO (alpha / beta) (eV): -12.19 / -12.16